(1)
Below is a molecular structure, C40H44CoF6N7O2P3S2, with properties calculated with wB97M-V/def2-TZVPD.

Element x y z (Å)
Co (0.37398, -0.10629, 0.09678)
S (-1.88477, 0.83949, -0.95810)
S (3.27996, -0.12347, 2.17846)
P (2.21976, 0.89987, -2.70260)
P (-0.31774, -1.84812, 1.32376)
P (-0.13820, -1.86182, -1.32241)
F (3.12891, 0.74383, -3.97994)
F (1.07640, 1.69971, -3.50909)
F (3.21215, 0.06791, -1.77265)
F (1.41380, -0.47188, -3.02101)
F (1.18310, 1.07000, -1.29243)
F (2.88433, 2.27433, -2.25356)
O (3.00806, -0.17156, 3.58597)
O (3.68578, -1.32169, 1.50106)
N (1.66518, 2.28844, 2.78819)
N (-3.19124, 1.83535, -2.98511)
N (-0.01870, 1.44528, 1.34288)
N (7.32047, 4.01654, 1.14010)
N (-1.08373, -2.62537, -0.03403)
N (-1.29368, 3.03853, -2.45695)
N (1.88464, 0.35836, 1.39657)
C (-3.53104, -1.77060, 4.59135)
C (3.54693, -3.48113, -0.99024)
C (0.83542, -3.05000, 1.98409)
C (2.28067, -3.68642, 3.79338)
C (1.41746, -2.77041, 3.22050)
C (-2.96713, -2.96499, 4.15884)
C (1.95175, -5.16916, 1.92176)
C (-3.97022, 0.60301, -2.96693)
C (5.94384, 2.21396, 0.35165)
C (5.78572, 2.95056, 2.64849)
C (1.09463, -4.25206, 1.33436)
C (-1.16567, -2.09877, -2.78870)
C (4.99530, 1.24734, 0.59548)
C (2.49934, -4.59018, -2.84931)
C (0.81572, 3.22507, 3.16025)
C (4.82865, 1.98889, 2.89143)
C (-1.98174, -2.95693, 3.18962)
C (-0.37397, 3.56724, -1.46208)
C (-1.94804, -1.44117, -4.96213)
C (-3.11094, -0.56786, 4.05020)
C (-2.13261, -0.55494, 3.06423)
C (2.40179, -2.72335, -0.81133)
C (1.35322, -3.83753, -2.66443)
C (1.20309, 1.40624, 1.90063)
C (-3.92801, 2.98144, -3.52064)
C (-1.10321, 3.61990, -3.78545)
C (-0.86360, 2.40065, 1.72705)
C (6.36519, 3.07144, 1.37862)
C (-2.55722, -2.40033, -0.03104)
C (1.29091, -2.91626, -1.61410)
C (-2.57716, -2.66753, -5.10612)
C (2.55076, -4.88239, 3.14025)
C (-2.08451, 1.98551, -2.23643)
C (-1.79430, -3.33778, -2.93512)
C (-0.48871, 3.32816, 2.66859)
C (-1.23944, -1.15177, -3.80347)
C (3.59280, -4.42130, -2.00664)
C (4.44092, 1.13209, 1.86781)
C (-1.56647, -1.74423, 2.62846)
C (-2.49948, -3.61540, -4.09310)
H (0.52510, -3.96574, -3.34691)
H (-0.60397, 3.15240, -0.49046)
H (1.21264, -1.83806, 3.73218)
H (-2.98009, -2.73294, -0.97230)
H (4.48563, -5.01207, -2.15934)
H (-3.28861, -3.90442, 4.58696)
H (-1.53276, -3.88767, 2.86768)
H (6.36933, 2.31548, -0.63803)
H (2.74689, -3.46139, 4.74145)
H (-0.03287, 3.74659, -3.93665)
H (7.78665, 4.06292, 0.25232)
H (-3.54044, 0.36291, 4.39459)
H (-1.58991, 4.59055, -3.87893)
H (-4.60890, 0.55836, -2.08216)
H (-4.98287, 2.83842, -3.28780)
H (1.18835, 3.94013, 3.88451)
H (-0.72525, -0.20816, -3.70117)
H (7.66358, 4.59667, 1.88324)
H (-3.32039, -0.26656, -2.97525)
H (0.62164, -4.47613, 0.38805)
H (-2.00184, -0.70766, -5.75465)
H (4.39006, -3.31732, -0.33548)
H (6.09382, 3.62192, 3.43950)
H (-3.59854, 3.89892, -3.04424)
H (-2.84082, -1.36142, 0.11908)
H (4.37644, 1.88643, 3.86666)
H (0.65554, 3.33260, -1.72196)
H (-1.72483, -4.07945, -2.14858)
H (-1.84386, 2.39770, 1.26471)
H (-2.98121, -4.57701, -4.20789)
H (-3.12594, -2.89120, -6.01085)
H (-4.59240, 0.59288, -3.85938)
H (-0.49614, 4.65066, -1.43086)
H (3.23202, -5.59564, 3.58351)
H (2.54383, -5.30315, -3.66153)
H (2.15762, -6.10479, 1.42070)
H (-2.99451, -2.99547, 0.76750)
H (-1.47265, 2.94316, -4.54934)
H (-1.16433, 4.10034, 2.99980)
H (-4.29569, -1.78241, 5.35596)
H (-1.81249, 0.37651, 2.64421)
H (2.41188, -1.97680, -0.03466)
H (-3.82188, 3.07444, -4.60118)
H (4.67953, 0.58573, -0.19389)

Charge = +1
Kohn-Sham gap (alpha / beta) = 6.02 / 5.45 eV
Relative energy (zero: lowest compared OMol25 entry of this formula, charge and spin) = 1.124 eV
DFT total energy = -5886.8645 a.u.

---

(2)
Below is 2 unconnected molecules or ions with the total composition C2H5N4, with properties calculated with wB97M-V/def2-TZVPD.

Element x y z (Å)
N (1.01040, -0.22106, 0.31140)
N (1.02219, 1.18359, -3.09085)
N (-1.74459, 0.51680, 0.08363)
N (1.21133, -0.94255, 1.32871)
C (1.08082, 0.71643, -2.03341)
C (1.05365, 0.24811, -0.76112)
H (1.14282, -0.65256, 2.31122)
H (-1.61696, -0.15639, 0.81948)
H (1.41241, -1.90218, 1.32749)
H (-2.26069, 0.01006, -0.68229)
H (-2.31137, 1.19974, 0.38575)

Charge = +1
Kohn-Sham gap = 8.04 eV
Relative energy (zero: lowest compared OMol25 entry of this formula, charge and spin) = 3.626 eV
DFT total energy = -297.8202 a.u.

---

(3)
Below is a molecular structure, C30H49BHfN6O2P2, with properties calculated with wB97M-V/def2-TZVPD.

Element x y z (Å)
Hf (-0.19715, 0.30737, 0.45244)
P (-0.45490, -2.34911, 1.30818)
P (-1.85991, 2.50113, 0.71662)
O (1.93910, 1.20222, -2.59788)
O (0.41238, 0.01962, -1.46531)
N (0.49717, 1.04471, 6.09873)
N (-3.60918, 0.49192, 0.62425)
N (1.81859, -0.12030, -4.78600)
N (-2.94969, -1.68054, 0.63244)
N (4.55492, 2.42961, 4.40311)
N (1.10279, 0.95719, 1.96456)
C (-1.87058, 2.52580, 3.42674)
C (-4.75055, -0.30880, 0.70433)
C (0.11395, -5.05542, 0.69651)
C (0.77801, -3.29037, -0.94032)
C (1.63362, 1.25098, 2.98265)
C (-7.01530, -0.99798, 0.86778)
C (-6.61103, -2.33309, 0.86589)
C (-0.34379, 4.20059, 2.35284)
C (1.26762, 1.30090, 5.28378)
C (-2.11992, 2.55005, -1.99917)
C (0.67172, -3.63368, 0.55325)
C (-2.13585, -2.86402, 0.72266)
C (-0.11813, 3.69360, -1.04814)
C (-0.94081, -3.81060, 3.70991)
C (-2.80878, 4.59392, 2.39407)
C (-1.56622, -1.39232, 3.61815)
C (-5.27055, -2.68041, 0.78267)
C (2.07411, -3.56952, 1.16398)
C (-6.09153, 0.03347, 0.78585)
C (1.09596, 0.34043, -2.52161)
C (0.87813, -0.58759, -3.71615)
C (-0.52684, -2.43583, 3.17899)
C (2.15049, 1.53870, 4.18672)
C (-1.62235, 3.45777, -0.86310)
C (3.48373, 2.02344, 4.31840)
C (0.83167, -2.06320, 3.79021)
C (-4.34295, -1.65273, 0.70577)
C (-3.61921, 1.92804, 0.72461)
C (-2.37009, 4.78948, -0.91967)
C (-1.71531, 3.52476, 2.27084)
B (-2.45110, -0.34364, 0.58900)
H (2.75714, -4.14407, 0.53492)
H (2.50437, -0.82755, -5.05225)
H (-2.68709, 5.08231, 3.36309)
H (-2.81943, 1.98540, 3.39277)
H (0.45727, 2.75937, -1.06232)
H (-2.56895, -1.61180, 3.24973)
H (-1.66007, 1.55608, -1.97290)
H (0.67815, -1.79917, 4.83842)
H (-6.41259, 1.06733, 0.78843)
H (1.36114, -2.37822, -1.08607)
H (-0.21406, 4.60208, 3.35969)
H (-1.59743, -1.37425, 4.70915)
H (0.48035, 3.51117, 2.16220)
H (1.09777, -1.61851, -3.44682)
H (-0.82810, -5.19226, 0.16653)
H (2.45911, -2.54869, 1.22767)
H (-3.20011, 2.41005, -1.98407)
H (-7.35751, -3.11263, 0.92959)
H (0.05627, 4.17538, -2.01281)
H (-2.04349, -3.37233, -0.24052)
H (2.31310, 0.69424, -4.36324)
H (-1.29634, -0.38184, 3.29247)
H (-0.26591, 5.03880, 1.66046)
H (-4.09072, 2.24603, 1.65642)
H (0.83330, -5.75253, 0.26134)
H (-1.93483, 5.52524, -0.24547)
H (2.10275, -4.01149, 2.15774)
H (1.33913, 0.18600, -5.63297)
H (-1.06032, -3.73068, 4.79244)
H (-1.86229, 3.01508, -2.95352)
H (1.29577, -4.10577, -1.45013)
H (-8.06857, -0.76329, 0.93436)
H (-3.81714, 4.18191, 2.37294)
H (1.29473, -1.20833, 3.29990)
H (-2.56068, -3.58499, 1.42485)
H (-4.17528, 2.39864, -0.09095)
H (-0.19993, -3.16691, -1.41503)
H (-0.17755, -4.56598, 3.52801)
H (0.30631, 4.33426, -0.27879)
H (-0.03020, -5.34428, 1.73521)
H (-2.29938, 5.19429, -1.93169)
H (-1.06059, 1.79635, 3.45134)
H (-4.96793, -3.71978, 0.77503)
H (-1.83835, 3.06897, 4.37282)
H (-0.14965, -0.52823, -4.06678)
H (-3.42941, 4.68153, -0.68175)
H (-1.89148, -4.16140, 3.30867)
H (-2.73262, 5.36409, 1.63122)
H (1.53653, -2.88972, 3.76174)

Charge = +2
Kohn-Sham gap = 6.85 eV
Relative energy (zero: lowest compared OMol25 entry of this formula, charge and spin) = 0.779 eV
DFT total energy = -2406.7519 a.u.

---

(4)
Below is C24H24N2O3 in the gas phase, with properties calculated with wB97M-V/def2-TZVPD.

Element x y z (Å)
O (-1.36865, -0.12785, 2.50525)
O (-4.06502, 1.54677, -0.75203)
O (2.93735, 3.32985, 0.64286)
N (2.43503, 1.41904, -0.45480)
N (-2.51812, 0.94886, 0.83438)
C (-1.18321, 4.36282, 0.37037)
C (3.79749, 0.94700, -0.60775)
C (-1.61149, 2.02306, 0.63543)
C (-2.74096, -1.72100, -2.55267)
C (-2.32361, -2.37400, -0.17391)
C (3.93770, -0.43210, -0.00434)
C (-4.34848, -0.49796, 0.54178)
C (-3.11611, -1.87814, -1.11655)
C (3.25714, -2.73996, 0.12024)
C (2.11213, 2.55441, 0.20324)
C (4.19004, -2.96989, 1.11685)
C (4.86817, -0.67197, 0.99709)
C (4.20935, 0.95304, -2.08219)
C (-3.43279, -1.07032, 1.62165)
C (-3.68207, 0.79467, 0.10344)
C (-2.81767, -2.43171, 1.23869)
C (4.99640, -1.93311, 1.55286)
C (-4.48043, -1.40888, -0.69276)
C (0.63908, 2.79407, 0.31961)
C (-2.30212, -0.06618, 1.75254)
C (-2.08205, 3.32693, 0.55721)
C (0.17051, 4.10228, 0.26343)
C (3.13370, -1.48025, -0.43721)
C (-0.25709, 1.74993, 0.51145)
H (2.62461, -3.54524, -0.22471)
H (-1.73939, -2.10005, -2.73924)
H (-3.44437, -2.25842, -3.18792)
H (-3.13875, 3.52377, 0.64299)
H (-5.34619, -0.26298, 0.92161)
H (4.12158, 1.95795, -2.48760)
H (5.24060, 0.62361, -2.17754)
H (1.70242, 0.83817, -0.82843)
H (-4.97056, -0.85246, -1.49204)
H (5.49390, 0.13677, 1.34515)
H (0.88402, 4.90176, 0.13531)
H (5.72490, -2.10538, 2.33126)
H (0.08665, 0.73113, 0.60777)
H (-1.54434, 5.37851, 0.31686)
H (-3.58632, -3.20420, 1.33726)
H (-1.32524, -2.72317, -0.38629)
H (4.28634, -3.95350, 1.55202)
H (3.57762, 0.28389, -2.66234)
H (4.41902, 1.65913, -0.05503)
H (-2.78023, -0.66802, -2.83277)
H (-3.93056, -1.16312, 2.59003)
H (2.40497, -1.31827, -1.22007)
H (-2.00927, -2.66152, 1.93276)
H (-5.10563, -2.26775, -0.43323)

Charge = 0
Kohn-Sham gap = 9.74 eV
SMILES string = CC1=CC[C@H]2C(=O)N(c3cccc(C(=O)N[C@H](C)c4ccccc4)c3)C(=O)[C@H]2C1
Relative energy (zero: lowest compared OMol25 entry of this formula, charge and spin) = 0.468 eV
DFT total energy = -1264.2585 a.u.

---

relative energy (zero: lowest compared OMol25 entry of this formula, charge and spin) of number 3 (C30H49BHfN6O2P2)? 0.779 eV

---

The highest relative energy (zero: lowest compared OMol25 entry of this formula, charge and spin) belongs to which entry? C2H5N4